The following is a quantum chemistry calculation of C6H12O in the gas phase, from the OMol25 dataset.

Structure (XYZ):
```
19
Properties=species:S:1:pos:R:3:forces:R:3
O 0.128 -1.165 -1.725 0.0 0.2 -0.1
C -1.023 -1.218 -0.913 -0.3 -0.2 0.1
C -1.003 -0.321 0.379 0.0 0.0 0.0
C 0.253 0.521 0.459 0.2 -0.1 0.0
C 2.773 0.711 0.351 0.0 0.1 0.0
C 1.473 -0.022 0.471 -0.2 0.1 0.0
C -2.271 0.535 0.418 0.0 0.0 0.0
H -1.907 -0.943 -1.509 0.1 0.0 0.1
H 3.293 0.368 -0.552 0.0 0.1 0.1
H 2.624 1.792 0.270 0.0 -0.1 0.1
H 1.545 -1.110 0.491 0.0 0.2 0.0
H -2.324 1.149 1.323 0.0 -0.1 -0.1
H 0.143 1.609 0.437 0.0 -0.2 0.0
H 0.483 -0.268 -1.651 0.0 -0.2 -0.1
H -1.139 -2.269 -0.628 0.0 0.1 0.0
H -3.169 -0.091 0.382 0.1 0.1 0.0
H -1.015 -0.990 1.250 0.0 0.1 -0.2
H -2.305 1.206 -0.450 0.0 -0.1 0.1
H 3.441 0.507 1.195 -0.1 0.0 -0.1
```
Positions in Å, forces in eV/Å.

- structure (SMILES) = C/C=C/[C@@H](C)CO
- LUMO (eV) = 1.03
- HOMO energy (eV) = -9.4
- ΔE to the lowest compared entry with this formula, charge and spin (kJ/mol) = 116.4

Atom charges from the Mulliken analysis, given in e for atoms 1 to 8:
1 O -0.54
2 C -0.66
3 C 1.06
4 C -1.24
5 C -1.19
6 C 0.33
7 C -1.78
8 H 0.34